Formula: C8H27HgO8
Source: the OMol25 dataset
Level of theory: ωB97M-V/def2-TZVPD

Each line ends with the Mulliken charge.
CARTESIAN COORDINATES (ANGSTROEM)
Hg: 0.50140 -1.00707 -2.90721  0.6425
O: -1.82875 -1.61488 -2.57013  -0.3899
O: 0.82231 -2.32695 2.24770  -0.5274
O: 0.07257 1.15470 -1.70488  -0.7492
O: -1.58960 3.84417 -2.44703  -0.4968
O: 1.03081 -3.18268 -2.05557  -0.4064
O: -3.78949 3.36040 2.58878  -0.4888
O: 4.47743 -0.69218 2.65243  -0.5286
O: 0.53274 -0.60052 -0.55325  -0.7071
C: -2.44566 3.64439 2.99366  -0.5044
C: 3.89615 -0.28217 1.43981  -0.3015
C: 1.99285 -3.05529 2.49245  -0.5287
C: -1.46178 3.72818 -3.87870  -0.5064
C: 0.05176 1.39021 0.79726  -1.0958
C: 0.58421 -3.74617 -0.80925  -0.1620
C: 0.26518 0.61691 -0.55938  0.9153
C: -2.78748 -0.92655 -1.84653  -0.5894
H: 0.83113 -1.89809 1.38887  0.1480
H: 3.39949 0.68578 1.50679  0.1044
H: 1.73534 -3.75932 -2.36006  0.2651
H: -0.63751 0.81645 1.41677  0.3041
H: -4.05084 2.65743 3.18806  0.2849
H: -1.71901 4.72954 -4.22397  0.2359
H: 4.70538 -0.10086 0.73245  0.3343
H: -2.43858 4.21404 3.92294  0.3208
H: 0.66363 -3.08336 0.05242  -0.1043
H: 2.71583 -2.45612 3.04598  0.2386
H: 0.94749 1.65413 1.35950  0.2842
H: -1.26861 3.02349 -2.06618  0.2876
H: 1.14626 -4.63277 -0.51577  0.4132
H: -2.19853 4.42356 2.27260  0.2141
H: -0.45860 2.33135 0.59260  0.3006
H: -2.79410 -1.11645 -0.77322  0.2234
H: -2.11093 2.90369 -4.17352  0.2141
H: 3.20779 -1.03622 1.05816  0.1139
H: -3.77243 -1.21808 -2.21118  0.4049
H: 2.34198 -3.38242 1.51307  0.2265
H: 5.22874 -1.27829 2.53581  0.2964
H: -2.64011 0.14410 -1.98827  0.1247
H: 1.73341 -3.93812 3.07674  0.2661
H: -2.32944 -2.26852 -3.06374  0.2738
H: -0.43476 -4.10791 -0.94686  0.2406
H: -0.44267 3.52466 -4.20748  0.2319
H: -1.68507 2.86364 2.98738  0.1769

The expectation value of S² is 0.75. The energy comes out at -1076.1845 a.u. As for the net charge: 0. Its multiplicity is 2.

Formula: C8H28InN9O6
Source: the OMol25 dataset
Level of theory: ωB97M-V/def2-TZVPD

Each line ends with the Mulliken charge.
CARTESIAN COORDINATES (ANGSTROEM)
In: -1.16099 0.32278 -1.05391  0.9917
O: -3.77837 1.21113 3.55702  -0.2478
O: 1.00857 -5.08576 -2.97023  -0.5707
O: -0.47364 -3.35014 3.81177  -0.5870
O: 1.07004 4.96911 -4.30128  -0.6151
O: -4.73326 -3.11961 -1.58203  -0.2691
O: 3.92549 -0.23823 -4.30301  -0.6377
N: 0.94384 -7.08437 -3.87594  -0.3925
N: 2.79769 -6.08135 -3.82443  -0.3612
N: 2.49616 6.08501 -5.48379  -0.3997
N: 5.55913 -0.52771 -5.82296  -0.4366
N: 0.66514 -3.75341 5.71914  -0.3398
N: 0.51429 5.90335 -6.22078  -0.3712
N: -1.37126 -4.35378 5.51798  -0.3840
N: -2.09702 3.46862 3.16786  -0.5490
N: 6.01191 -0.55018 -3.65860  -0.3789
C: -0.36321 -3.75145 4.94066  0.7112
C: 5.12659 -0.36336 -4.56955  0.6161
C: 1.55686 -6.00259 -3.55240  0.6974
C: 1.30111 5.63078 -5.25403  0.6782
C: -2.30129 2.91167 4.53079  0.4176
C: -5.11539 0.77001 3.63608  -0.7830
C: -3.68956 2.18620 4.54923  -0.7882
C: -2.16104 4.01623 5.50739  -1.4595
H: -4.47406 2.94266 4.57001  0.4086
H: -3.84568 1.79076 5.55289  0.4231
H: -0.05867 -6.97081 -3.92278  0.2449
H: -2.26323 3.59880 6.50909  0.3658
H: 0.49473 -4.16086 6.62746  0.1655
H: -5.42511 0.39169 2.66189  0.2449
H: -1.22685 3.97469 3.08545  0.2800
H: -2.92349 4.79484 5.53020  0.3872
H: -2.25349 -4.32647 5.02703  0.2111
H: -1.55279 2.13237 4.67406  0.2700
H: -5.07614 -0.03808 4.36651  0.3302
H: 4.91919 -0.02697 -6.42281  0.2466
H: 2.71577 6.55872 -6.34836  0.1837
H: -0.35715 5.40020 -6.30771  0.2028
H: 1.41873 -7.71253 -4.50838  0.2047
H: 5.65117 -0.38540 -2.72972  0.2399
H: -1.23313 -4.65978 6.47055  0.1638
H: -5.55974 -2.71123 -1.25846  0.3610
H: -2.82028 4.15169 2.99345  0.2861
H: -5.94248 1.40579 3.95201  0.3559
H: 6.97205 -0.43952 -3.95185  0.2124
H: 0.65687 6.60690 -6.93126  0.1872
H: 3.31761 -5.21585 -3.79793  0.2362
H: 6.52283 -0.52853 -6.12526  0.2281
H: 1.48987 -3.18893 5.57323  0.2217
H: 3.19224 5.70550 -4.85806  0.2200
H: -1.23580 4.58475 5.41334  0.3953
H: 3.16524 -6.88737 -4.30955  0.1824

The energy comes out at -1455.1524 a.u. As for the net charge: +2. Its multiplicity is 1.

Formula: C8H28N2O5
Source: the OMol25 dataset
Level of theory: ωB97M-V/def2-TZVPD

Each line ends with the Mulliken charge.
CARTESIAN COORDINATES (ANGSTROEM)
O: 3.05962 1.62670 -1.44995  -0.4121
O: -2.81915 -2.25440 0.63351  -0.6160
O: -0.61456 -4.91492 -0.26792  -0.6264
O: -0.86504 0.51522 0.62645  -0.0456
O: -0.94289 -2.33546 -1.38991  -0.8014
N: 1.65786 1.88226 -4.18225  -0.7672
N: -0.94585 -1.44479 2.71901  -0.7444
C: 1.04163 1.30562 -2.99707  0.9288
C: -1.65476 1.67679 0.52772  -0.9299
C: 0.27109 -0.09323 4.29557  -1.4687
C: -0.00563 0.55819 1.78489  -0.9471
C: -0.68847 -0.11659 3.03746  0.5099
C: 2.19026 0.64844 -2.00710  -0.7575
C: 2.62658 2.15958 -0.18498  -0.4833
C: 0.09930 0.24920 -3.33151  -1.3810
H: -1.19829 -4.78685 0.47981  0.2638
H: -2.36566 1.60955 1.35125  0.2732
H: 0.29640 1.57792 2.02369  0.5823
H: -2.09710 1.68360 -0.46847  0.2368
H: -0.55183 -1.50433 -1.12060  0.2891
H: 0.47247 2.07581 -2.47651  0.1503
H: -1.62083 -2.50486 -0.73574  0.4249
H: -2.74120 -2.74847 1.44962  0.2950
H: -0.71826 -4.12075 -0.79212  0.4314
H: -3.61301 -1.73125 0.74457  0.2491
H: 0.90957 2.13636 -4.81121  0.2420
H: 2.25039 2.68437 -4.02215  0.2289
H: 1.27411 -0.45531 4.06986  0.3324
H: -0.36172 0.44167 -4.30029  0.3910
H: 0.48322 0.92315 4.62735  0.3769
H: -1.69690 -1.63801 3.36608  0.3070
H: -1.61282 0.40600 3.28358  0.3029
H: -1.32604 -1.43189 1.78340  0.3666
H: 1.87309 -0.07572 -1.25671  0.2765
H: -0.66967 0.06712 -2.58076  0.1879
H: 0.47454 -0.77121 -3.40936  0.3094
H: 1.59577 2.51269 -0.15572  0.0706
H: 3.20131 3.04784 0.07722  0.3701
H: 0.81269 -0.11656 1.53353  0.2087
H: -1.02252 2.56359 0.57236  0.3454
H: -0.08409 -0.82386 5.02231  0.3563
H: 2.87816 0.11212 -2.66076  0.4202
H: 2.74825 1.40470 0.59184  0.2534

The energy comes out at -807.2253 a.u. As for the net charge: 0. Its SMILES is COC[C@H](C)N.COC[C@H](C)N.O.O.O. Its multiplicity is 1.